(1)
{"formula": "C27H53O16P3", "method": "the ωB97M-V functional and the def2-TZVPD basis", "lumo_energy_ev": -1.73, "smiles": "CC(=O)OCC1=CC(=O)C=CC1=O.CCOP(=O)(OCC)OCC.CCOP(=O)(OCC)OCC.CCOP(=O)(OCC)OCC", "total_charge": 0, "energy_ev": -89479.36396, "e_homo_ha": -0.3604, "orbital_gap_ev": 8.07, "e_above_lowest_kj_mol": 1092.0, "symbols": ["C", "C", "O", "O", "C", "C", "C", "C", "O", "C", "C", "C", "O", "H", "H", "H", "H", "H", "H", "H", "H", "O", "P", "O", "C", "C", "O", "C", "C", "O", "C", "C", "H", "H", "H", "H", "H", "H", "H", "H", "H", "H", "H", "H", "H", "H", "H", "O", "P", "O", "C", "C", "O", "C", "C", "O", "C", "C", "H", "H", "H", "H", "H", "H", "H", "H", "H", "H", "H", "H", "H", "H", "H", "O", "P", "O", "C", "C", "O", "C", "C", "O", "C", "C", "H", "H", "H", "H", "H", "H", "H", "H", "H", "H", "H", "H", "H", "H", "H"], "coordinates": [[8.6671, -4.1634, -0.4027], [7.2153, -3.6619, -0.9082], [6.8908, -3.9421, -2.0811], [6.4361, -2.9437, 0.0260], [5.3580, -2.2091, -0.6130], [4.0592, -3.1452, -0.7017], [3.7669, -3.7994, -1.9166], [2.5599, -4.7920, -2.1755], [2.3845, -5.4140, -3.2595], [1.5229, -4.9662, -0.9578], [1.7618, -4.3208, 0.2866], [3.0547, -3.3937, 0.5211], [3.2389, -2.8615, 1.6382], [9.4153, -3.4521, -0.8961], [8.7291, -4.1192, 0.7386], [8.7777, -5.2298, -0.7846], [5.6387, -1.7188, -1.6005], [5.0966, -1.3463, 0.1070], [4.4678, -3.5980, -2.7978], [0.6165, -5.6151, -1.1768], [0.9870, -4.4468, 1.1111], [-3.5853, -2.9126, 4.3055], [-2.7409, -1.6738, 3.9955], [-3.9065, -0.5646, 4.3799], [-4.1317, -0.2786, 5.7536], [-2.9886, 0.5174, 6.3575], [-2.9911, -1.6961, 2.3496], [-3.3131, -2.9158, 1.6926], [-4.8194, -3.0882, 1.5794], [-1.7135, -0.3337, 3.6948], [-0.3126, -0.6131, 3.8013], [0.1508, -1.6240, 2.7684], [-4.2915, -1.2096, 6.3073], [-5.0525, 0.3059, 5.8146], [-2.0766, -0.0853, 6.4064], [-3.2340, 0.8426, 7.3713], [-2.7626, 1.3964, 5.7484], [-2.8470, -3.7645, 2.1971], [-2.8795, -2.8732, 0.6882], [-5.3308, -2.8941, 2.5250], [-5.0698, -4.0978, 1.2471], [-5.2267, -2.3742, 0.8584], [-0.0960, -0.9688, 4.8133], [0.2180, 0.3307, 3.6583], [-0.3014, -2.6059, 2.9451], [1.2362, -1.7422, 2.8050], [-0.1390, -1.3116, 1.7621], [6.2168, 1.3679, -2.9019], [6.4744, 2.3376, -4.0598], [5.0649, 3.1922, -3.9245], [4.9738, 4.1742, -2.9020], [5.8343, 5.3871, -3.2080], [6.0042, 1.3020, -5.2737], [6.0505, -0.1052, -5.0706], [4.7111, -0.6263, -4.5773], [6.9123, 3.4149, -5.3214], [8.3206, 3.5349, -5.5499], [8.9423, 2.2260, -6.0028], [5.2502, 3.7356, -1.9375], [3.9267, 4.4790, -2.8400], [6.8973, 5.1307, -3.1705], [5.6530, 6.1853, -2.4842], [5.6287, 5.7662, -4.2123], [6.8625, -0.3734, -4.3918], [6.2830, -0.5693, -6.0341], [4.3108, -0.0287, -3.7548], [4.7978, -1.6639, -4.2471], [3.9700, -0.5775, -5.3801], [8.8011, 3.8939, -4.6344], [8.4601, 4.2959, -6.3207], [8.8944, 1.4702, -5.2120], [9.9926, 2.3702, -6.2668], [8.4104, 1.8224, -6.8673], [-8.1228, 3.3159, 0.0638], [-7.8388, 2.1520, 1.0178], [-9.3768, 1.9949, 1.6078], [-10.3348, 1.3219, 0.8043], [-10.0655, -0.1711, 0.7388], [-7.2095, 3.0754, 2.2510], [-6.6395, 4.3491, 1.9737], [-7.6706, 5.4537, 2.1385], [-7.4162, 0.7999, 1.9841], [-6.2697, 0.0699, 1.5306], [-5.0062, 0.9086, 1.5643], [-10.3519, 1.7577, -0.2001], [-11.3139, 1.4940, 1.2574], [-9.1396, -0.3768, 0.1933], [-10.8807, -0.6915, 0.2302], [-9.9492, -0.5895, 1.7418], [-6.1871, 4.3646, 0.9802], [-5.8267, 4.5079, 2.6896], [-8.6102, 5.2208, 1.6327], [-7.2891, 6.4009, 1.7509], [-7.9154, 5.5841, 3.1967], [-6.4605, -0.3000, 0.5178], [-6.1556, -0.7947, 2.1860], [-5.0608, 1.7353, 0.8472], [-4.1348, 0.3006, 1.3117], [-4.8576, 1.3485, 2.5529]], "forces_ev_per_angstrom": [[-1.460, 0.627, 0.312], [0.614, -1.268, -1.731], [0.338, 1.502, 3.724], [1.206, -0.552, -2.551], [-2.163, 0.614, 1.177], [-1.164, -1.471, -2.049], [0.369, 0.760, 1.071], [-0.776, -0.862, -0.809], [0.832, 2.414, 3.914], [1.532, 1.521, 1.323], [0.070, -0.894, -2.866], [0.172, 0.671, 1.318], [-0.514, -1.530, -3.324], [-0.971, -1.152, 0.783], [0.062, -0.026, -1.703], [-0.019, 1.560, 0.485], [-0.309, -1.144, 1.122], [0.557, -1.461, -0.989], [-1.182, -0.573, 1.314], [1.334, 0.951, 0.419], [1.462, 0.394, -0.973], [3.879, -0.219, 2.077], [-7.050, 3.241, -5.347], [0.528, -0.181, 0.464], [-0.082, 0.227, 0.289], [0.135, 0.056, 0.022], [1.236, -0.357, 0.401], [-0.373, -0.258, -0.164], [-0.139, 0.079, -0.099], [1.213, -2.603, 2.378], [0.596, 0.034, -0.298], [0.045, -0.001, -0.075], [-0.052, 0.010, -0.019], [0.024, -0.101, -0.172], [0.011, 0.028, 0.087], [-0.003, -0.065, -0.051], [-0.087, -0.086, 0.063], [-0.149, 0.045, 0.074], [0.043, 0.186, 0.103], [0.231, -0.190, 0.046], [0.003, 0.045, -0.012], [0.095, -0.150, -0.045], [0.160, 0.117, -0.019], [-0.200, 0.015, 0.041], [0.032, -0.045, 0.033], [-0.084, -0.037, 0.019], [0.028, 0.029, 0.110], [3.844, 1.990, 0.440], [-8.370, -2.289, -3.670], [0.789, 0.196, 0.283], [-0.080, 0.315, 0.125], [0.101, 0.094, -0.047], [1.313, 0.314, 0.202], [-0.264, -0.381, 0.108], [-0.256, 0.037, -0.051], [2.332, -0.366, 2.891], [0.477, 0.010, -0.430], [-0.022, -0.105, -0.051], [-0.053, -0.008, 0.003], [0.035, -0.173, -0.093], [0.010, 0.072, 0.051], [0.016, -0.078, -0.007], [-0.038, -0.053, 0.123], [-0.129, 0.034, 0.068], [-0.010, 0.218, -0.012], [0.251, -0.033, 0.029], [0.000, 0.002, -0.066], [0.090, -0.072, 0.038], [0.109, 0.112, -0.124], [-0.187, 0.000, 0.093], [0.058, -0.009, 0.007], [-0.065, 0.011, 0.056], [0.045, 0.095, 0.075], [1.915, -3.347, -2.056], [-3.744, 4.855, 7.018], [0.317, -0.461, -0.577], [-0.218, -0.201, -0.040], [0.054, -0.143, -0.007], [0.786, -0.721, -0.721], [-0.124, 0.423, 0.009], [-0.178, 0.061, 0.179], [0.598, -0.101, -3.703], [0.626, -0.223, 0.229], [0.062, 0.143, -0.043], [-0.040, 0.029, 0.019], [0.137, 0.122, 0.053], [-0.046, -0.060, -0.038], [0.044, 0.061, -0.008], [-0.053, 0.084, -0.093], [-0.161, 0.030, -0.001], [-0.088, -0.202, 0.033], [0.219, -0.055, -0.151], [-0.001, -0.022, 0.035], [0.087, 0.015, -0.067], [0.057, -0.160, 0.044], [-0.179, 0.181, 0.039], [-0.009, 0.002, -0.067], [-0.077, 0.016, 0.070], [-0.013, -0.158, -0.072]]}

(2)
{"formula": "C27H54AlBBrF4N2OSSi2Te", "method": "the ωB97M-V functional and the def2-TZVPD basis", "lumo_energy_ev": -2.18, "total_charge": 1, "energy_ev": -155981.58989, "e_homo_ha": -0.4046, "orbital_gap_ev": 8.83, "e_above_lowest_kj_mol": 0.0, "symbols": ["Al", "C", "C", "C", "C", "C", "C", "C", "Br", "C", "O", "C", "C", "C", "C", "C", "C", "H", "H", "H", "H", "H", "H", "H", "H", "H", "H", "H", "H", "H", "H", "H", "H", "H", "H", "H", "H", "F", "B", "F", "F", "F", "C", "Si", "C", "C", "C", "Te", "C", "Si", "C", "C", "C", "H", "H", "H", "H", "H", "H", "H", "H", "H", "H", "H", "H", "H", "H", "H", "H", "H", "H", "H", "H", "H", "H", "C", "C", "N", "C", "S", "N", "C", "C", "H", "H", "H", "H", "H", "H", "H", "H", "H", "H", "H", "H"], "coordinates": [[1.1472, -0.3127, 0.4018], [-5.2024, 3.0286, -0.8105], [-5.1384, 1.7315, -1.6291], [-5.1525, 2.0704, -3.1258], [-6.3796, 0.8978, -1.3116], [-3.8463, 0.9917, -1.2875], [-2.6178, 1.5991, -1.5427], [-1.4645, 0.9219, -1.2290], [0.2217, 1.7513, -1.5677], [-1.4369, -0.3497, -0.6450], [-0.2563, -0.9217, -0.3541], [-2.6596, -0.9717, -0.3729], [-3.8223, -0.2737, -0.7204], [-2.8363, -2.3668, 0.2543], [-3.7914, -2.2673, 1.4555], [-3.4535, -3.2933, -0.8046], [-1.5541, -3.0326, 0.7663], [-6.1139, 3.5798, -1.0478], [-4.3540, 3.6817, -1.0210], [-5.2070, 2.8107, 0.2601], [-6.0723, 2.5995, -3.3809], [-5.1018, 1.1630, -3.7298], [-4.3144, 2.7099, -3.4055], [-7.2724, 1.4657, -1.5754], [-6.4463, 0.6559, -0.2487], [-6.3996, -0.0323, -1.8827], [-2.5577, 2.5840, -1.9852], [-4.7666, -0.7625, -0.5323], [-4.7798, -1.8981, 1.1850], [-3.3804, -1.6009, 2.2196], [-3.9205, -3.2536, 1.9046], [-4.4114, -2.9168, -1.1648], [-3.6177, -4.2866, -0.3823], [-2.7860, -3.3940, -1.6622], [-1.0556, -2.4341, 1.5320], [-0.8360, -3.2218, -0.0280], [-1.8251, -3.9908, 1.2144], [3.1279, -1.1618, 2.9034], [2.8367, -2.3302, 2.2439], [1.6288, -1.8065, 1.2146], [3.7744, -2.7626, 1.3804], [2.1852, -3.2458, 2.9871], [6.0861, 2.7235, 1.0203], [5.3012, 3.0730, -0.6346], [5.1000, 4.9023, -0.9277], [6.2672, 2.2677, -2.0178], [3.5582, 2.3107, -0.6209], [3.6292, 0.1837, -0.4602], [3.4515, -0.2604, -2.5287], [3.4855, -2.1240, -2.9283], [5.0910, -2.8121, -2.2778], [3.3647, -2.2467, -4.7838], [2.0261, -2.9495, -2.1081], [7.0903, 3.1506, 1.0618], [6.1804, 1.6528, 1.2149], [5.5081, 3.1654, 1.8349], [6.0741, 5.3953, -0.9483], [4.5096, 5.3700, -0.1374], [4.6076, 5.1033, -1.8812], [7.2576, 2.7207, -2.0969], [5.7725, 2.3964, -2.9833], [6.4190, 1.1986, -1.8456], [3.0088, 2.5269, -1.5385], [2.9718, 2.6765, 0.2249], [4.3095, 0.2321, -2.9901], [2.5372, 0.2181, -2.8830], [5.9509, -2.2802, -2.6915], [5.1941, -3.8645, -2.5501], [5.1457, -2.7550, -1.1880], [4.1957, -1.7364, -5.2745], [2.4346, -1.8087, -5.1515], [3.3860, -3.2921, -5.0989], [2.1518, -3.0450, -1.0277], [1.9165, -3.9635, -2.5008], [1.0895, -2.4209, -2.3008], [-2.7906, 2.4061, 2.8496], [-2.4103, 1.1263, 2.1276], [-1.5971, 0.2405, 2.9715], [-0.2769, 0.1671, 3.0036], [0.6969, 1.2400, 2.0067], [0.3358, -0.7048, 3.7820], [-0.3229, -1.7146, 4.6120], [-0.7869, -1.1654, 5.9542], [-3.4257, 3.0155, 2.2069], [-1.9026, 2.9864, 3.1021], [-3.3416, 2.1977, 3.7676], [-1.8458, 1.3353, 1.2220], [-3.2897, 0.5543, 1.8310], [-2.1013, -0.3233, 3.6407], [1.3482, -0.6703, 3.7788], [0.4037, -2.5129, 4.7471], [-1.1487, -2.1470, 4.0398], [0.0617, -0.8037, 6.5334], [-1.2787, -1.9520, 6.5250], [-1.4907, -0.3387, 5.8425]], "forces_ev_per_angstrom": [[0.195, -0.078, 0.137], [0.001, -0.002, -0.006], [-0.006, 0.010, 0.000], [0.004, -0.001, -0.002], [0.000, 0.002, -0.001], [-0.017, 0.001, 0.017], [-0.001, -0.010, 0.003], [0.090, -0.029, -0.077], [-0.064, 0.025, -0.036], [-0.003, -0.026, -0.031], [-0.030, -0.031, -0.157], [0.000, -0.040, -0.079], [0.017, -0.035, -0.053], [0.008, -0.006, -0.013], [-0.004, -0.010, 0.008], [-0.001, 0.003, 0.002], [0.004, -0.005, 0.005], [0.001, -0.001, 0.002], [0.001, 0.002, 0.000], [-0.006, -0.002, 0.001], [0.001, -0.001, 0.001], [0.000, 0.000, 0.000], [0.000, 0.001, 0.000], [0.001, -0.001, 0.001], [-0.003, 0.000, 0.002], [-0.001, 0.000, 0.001], [0.000, 0.001, 0.002], [-0.007, -0.003, 0.003], [-0.012, 0.001, 0.000], [-0.028, -0.083, -0.019], [-0.002, 0.004, -0.003], [-0.003, 0.002, 0.001], [0.001, -0.001, -0.001], [0.000, 0.003, 0.003], [-0.007, -0.012, -0.004], [-0.006, -0.005, 0.008], [-0.001, -0.001, 0.005], [0.049, 0.027, 0.014], [-0.064, 0.006, 0.013], [-0.093, 0.059, -0.014], [0.029, 0.003, -0.009], [0.020, -0.002, 0.004], [0.002, 0.004, 0.001], [0.005, 0.002, 0.003], [-0.003, -0.004, -0.005], [-0.004, 0.005, 0.005], [0.010, -0.009, -0.004], [-0.054, -0.018, 0.008], [-0.024, -0.007, -0.003], [-0.001, 0.003, 0.008], [0.013, 0.001, -0.006], [0.011, 0.007, -0.001], [-0.026, -0.003, -0.010], [0.000, -0.001, 0.003], [0.000, -0.002, -0.004], [-0.001, -0.001, 0.000], [-0.001, 0.001, 0.002], [0.000, 0.000, 0.000], [0.001, 0.000, -0.001], [0.002, -0.004, 0.002], [0.002, 0.001, -0.002], [0.002, -0.002, -0.004], [-0.005, 0.003, 0.002], [-0.003, -0.002, 0.000], [-0.002, 0.016, -0.003], [0.002, -0.003, -0.001], [0.001, -0.004, 0.001], [-0.003, 0.001, -0.003], [-0.006, 0.002, 0.009], [0.000, 0.000, -0.002], [0.000, -0.001, 0.000], [0.001, 0.001, 0.001], [0.021, 0.016, 0.048], [-0.002, 0.002, 0.007], [-0.011, 0.010, -0.005], [0.020, -0.010, 0.015], [-0.019, 0.137, 0.086], [0.033, 0.000, 0.018], [-0.053, -0.045, -0.045], [0.046, 0.019, 0.011], [0.039, 0.056, 0.030], [0.002, 0.004, 0.008], [0.001, -0.007, -0.007], [0.004, 0.000, -0.011], [0.001, 0.008, 0.004], [-0.006, 0.003, 0.008], [-0.077, 0.025, 0.115], [0.049, 0.079, 0.056], [0.001, -0.015, 0.002], [-0.019, -0.039, -0.059], [-0.007, -0.004, -0.004], [0.003, 0.007, -0.006], [-0.001, 0.003, 0.002], [0.000, 0.000, 0.001], [-0.003, 0.000, 0.001]]}